15
Properties=species:S:1:pos:R:3 method="wB97M-V/def2-TZVPD" lumo_energy_ev=0.430 orbital_gap_ha=0.3718 relative_energy_ev=3.486 e_tot_ev=-8291.5102
C 1.6293 -0.1733 -0.7411
C 0.9013 0.1913 0.3101
C -0.8095 1.5710 -0.3269
N -1.5822 1.1609 0.6015
C 0.0632 -0.9496 0.8341
C -0.9936 -1.5180 0.0012
N -1.7306 -2.0783 -0.6945
H 1.2417 -0.9777 -1.3707
H 2.5980 0.2284 -0.9745
H 0.9052 -1.6377 0.7154
H 1.1727 0.9546 1.0295
H -0.8076 1.2059 -1.3581
H -0.1606 2.4250 -0.1393
H -2.2266 0.4629 0.2258
H -0.2006 -0.8655 1.8874